(1)
{
  "formula": "C4H10",
  "method": "the ωB97M-V functional and the def2-TZVPD basis",
  "elements": ["C", "C", "H", "H", "H", "H", "H", "H", "C", "C", "H", "H", "H", "H"],
  "xyz": [[1.761, -0.051, -0.492], [3.017, -0.186, 0.368], [1.495, 1.008, -0.559], [0.860, -0.497, -0.075], [1.980, -0.343, -1.515], [2.956, 0.324, 1.323], [3.257, -1.229, 0.545], [3.858, 0.266, -0.167], [-2.803, 0.650, 0.120], [-3.524, -0.469, 0.027], [-2.552, 1.343, -0.664], [-2.583, 1.055, 1.104], [-3.691, -0.992, -0.907], [-4.030, -0.879, 0.893]],
  "spin_multiplicity": 2,
  "total_charge": -1,
  "max_force_ha_per_bohr": 0.0219,
  "s2": 0.75,
  "gap_ev": [2.69, 10.81],
  "lumo_ev": [4.27, 4.49]
}



(2)
{
  "formula": "C4H10BClO2",
  "method": "the ωB97M-V functional and the def2-TZVPD basis",
  "elements": ["C", "C", "O", "B", "Cl", "O", "C", "C", "H", "H", "H", "H", "H", "H", "H", "H", "H", "H"],
  "xyz": [[0.868, 1.937, -1.038], [-0.235, 2.355, -0.099], [-1.363, 1.492, -0.211], [-1.218, 0.205, 0.218], [-2.625, -0.827, 0.017], [-0.075, -0.325, 0.801], [-0.067, -1.666, 1.129], [0.425, -2.472, -0.053], [0.609, 2.026, -2.085], [1.738, 2.554, -0.857], [1.226, 0.908, -0.843], [-0.582, 3.377, -0.281], [0.113, 2.305, 0.923], [0.630, -1.767, 1.967], [-1.066, -1.989, 1.462], [1.403, -2.157, -0.409], [0.507, -3.528, 0.227], [-0.288, -2.426, -0.870]],
  "max_force_ha_per_bohr": 0.0573,
  "gap_ev": 11.60,
  "lumo_ev": 0.77,
  "smiles": "CCOB(Cl)OCC"
}



(3)
{
  "formula": "C4H10BN",
  "method": "the ωB97M-V functional and the def2-TZVPD basis",
  "elements": ["B", "C", "C", "C", "C", "N", "H", "H", "H", "H", "H", "H", "H", "H", "H", "H"],
  "xyz": [[-0.450, -0.089, -1.882], [0.694, 1.021, -1.503], [0.674, 1.049, 0.037], [-0.411, 0.085, 0.545], [0.169, -1.035, 1.472], [-0.987, -0.267, -0.691], [-0.865, -0.319, -2.931], [1.581, 0.691, -2.134], [0.497, 1.998, -1.887], [1.695, 1.218, 0.643], [0.275, 2.064, 0.397], [-1.238, 0.694, 1.100], [0.519, -0.710, 2.457], [0.883, -1.712, 1.114], [-0.593, -1.701, 1.809], [-2.399, -2.424, -0.356]],
  "max_force_ha_per_bohr": 0.0885,
  "gap_ev": [9.50, 8.60],
  "lumo_ev": [-0.06, -1.06]
}



(4)
{
  "formula": "C4H10BO3",
  "method": "the ωB97M-V functional and the def2-TZVPD basis",
  "elements": ["C", "O", "C", "C", "C", "O", "B", "O", "H", "H", "H", "H", "H", "H", "H", "H", "H", "H"],
  "xyz": [[2.729, -0.196, 0.027], [1.914, 0.605, 0.840], [0.587, 0.079, 0.919], [-0.239, 0.273, -0.366], [-1.469, 1.202, -0.205], [-2.606, 0.407, -0.283], [-2.196, -1.032, -0.426], [-0.744, -0.933, -0.835], [2.851, -1.201, 0.454], [3.708, 0.282, -0.041], [2.320, -0.309, -0.983], [0.127, 0.592, 1.766], [0.630, -0.998, 1.129], [0.440, 0.724, -1.110], [-1.471, 1.953, -1.015], [-1.426, 1.755, 0.749], [-2.276, -1.627, 0.676], [-2.878, -1.576, -1.295]],
  "total_charge": -1,
  "max_force_ha_per_bohr": 0.0068,
  "gap_ev": 7.18,
  "lumo_ev": 3.67
}



(5)
{
  "formula": "C4H10BrNO",
  "method": "the ωB97M-V functional and the def2-TZVPD basis",
  "elements": ["C", "C", "C", "N", "O", "C", "Br", "H", "H", "H", "H", "H", "H", "H", "H", "H", "H"],
  "xyz": [[0.194, -1.886, 0.211], [0.036, -0.288, -0.259], [-1.516, 0.125, 0.208], [-1.942, 1.483, -0.344], [0.929, 0.600, 0.531], [2.196, 0.854, -0.172], [3.287, 2.033, 1.082], [1.086, -2.431, -0.315], [-0.850, -2.422, -0.003], [0.361, -1.877, 1.393], [0.176, -0.154, -1.432], [-2.300, -0.711, -0.031], [-1.474, 0.202, 1.398], [-2.582, 1.229, -1.155], [-2.527, 1.920, 0.424], [2.828, -0.139, -0.366], [2.098, 1.463, -1.168]],
  "max_force_ha_per_bohr": 0.0565,
  "gap_ev": 10.50,
  "lumo_ev": 0.82,
  "smiles": "C[C@@H](CN)OCBr"
}



(6)
{
  "formula": "C4H10Cl4N2O4",
  "method": "the ωB97M-V functional and the def2-TZVPD basis",
  "elements": ["C", "N", "O", "O", "H", "H", "H", "C", "N", "O", "O", "H", "H", "H", "Cl", "C", "Cl", "H", "H", "Cl", "C", "Cl", "H", "H"],
  "xyz": [[-24.176, -21.186, 5.353], [-22.932, -21.638, 6.038], [-21.930, -20.968, 5.887], [-22.999, -22.675, 6.656], [-24.259, -21.787, 4.454], [-24.088, -20.128, 5.151], [-25.006, -21.402, 6.017], [-19.725, -19.617, 4.413], [-18.459, -19.372, 3.682], [-18.260, -20.052, 2.702], [-17.729, -18.498, 4.106], [-20.478, -18.969, 3.969], [-19.587, -19.331, 5.449], [-19.987, -20.656, 4.280], [-16.402, -21.349, 5.802], [-17.794, -21.487, 6.869], [-18.017, -20.030, 7.841], [-18.700, -21.641, 6.293], [-17.641, -22.333, 7.529], [-13.256, -18.082, 6.300], [-14.523, -18.332, 5.108], [-14.568, -17.051, 3.894], [-14.334, -19.264, 4.595], [-15.482, -18.343, 5.607]],
  "max_force_ha_per_bohr": 0.0063,
  "gap_ev": 10.17,
  "lumo_ev": -0.30,
  "smiles": "C[N+](=O)[O-].C[N+](=O)[O-].ClCCl.ClCCl"
}



(7)
{
  "formula": "C4H10ClN",
  "method": "the ωB97M-V functional and the def2-TZVPD basis",
  "elements": ["C", "C", "C", "N", "C", "Cl", "H", "H", "H", "H", "H", "H", "H", "H", "H", "H"],
  "xyz": [[-1.450, 1.482, 0.065], [-0.402, 0.426, -0.329], [-0.881, -0.910, 0.321], [-2.256, -0.986, -0.113], [0.934, 0.848, 0.146], [2.137, -0.403, -0.057], [-2.425, 1.324, -0.464], [-1.073, 2.419, -0.356], [-1.772, 1.522, 1.127], [-0.361, 0.232, -1.447], [-0.830, -0.768, 1.453], [-0.230, -1.703, 0.063], [-2.387, -1.331, -1.105], [-2.801, -1.694, 0.369], [0.796, 0.932, 1.245], [1.334, 1.752, -0.339]],
  "max_force_ha_per_bohr": 0.0588,
  "gap_ev": 10.45,
  "lumo_ev": 1.09,
  "smiles": "C[C@H](CN)CCl"
}



(8)
{
  "formula": "C4H10ClN",
  "method": "the ωB97M-V functional and the def2-TZVPD basis",
  "elements": ["C", "C", "N", "C", "C", "Cl", "H", "H", "H", "H", "H", "H", "H", "H", "H", "H"],
  "xyz": [[-1.633, 0.904, -0.261], [-0.323, 0.628, -0.987], [0.051, 1.636, -2.021], [0.859, 0.607, -0.089], [0.735, -0.086, 1.329], [0.283, -1.898, 1.003], [-1.637, 1.841, 0.190], [-1.868, 0.164, 0.572], [-2.437, 0.934, -1.047], [-0.454, -0.289, -1.517], [-0.365, 2.523, -1.665], [-0.571, 1.392, -2.760], [1.620, 0.050, -0.613], [1.160, 1.682, 0.030], [-0.052, 0.307, 1.958], [1.606, -0.117, 1.999]],
  "max_force_ha_per_bohr": 0.0530,
  "gap_ev": 11.03,
  "lumo_ev": 0.98,
  "smiles": "C[C@@H](N)CCCl"
}



(9)
{
  "formula": "C4H10ClN3",
  "method": "the ωB97M-V functional and the def2-TZVPD basis",
  "elements": ["C", "C", "N", "N", "C", "C", "N", "Cl", "H", "H", "H", "H", "H", "H", "H", "H", "H", "H"],
  "xyz": [[-0.503, 1.626, 0.420], [-0.030, 0.538, -0.072], [1.726, 0.262, -0.185], [2.516, 1.391, -0.113], [-0.799, -0.750, -0.328], [-0.473, -1.585, 0.876], [-2.218, -0.718, -0.593], [0.025, -1.650, -1.860], [0.237, 2.307, 0.634], [-1.582, 1.871, 0.601], [1.943, -0.039, -1.097], [2.497, 2.282, -0.550], [2.761, 1.628, 0.843], [-1.201, -1.591, 1.675], [-0.163, -2.642, 0.713], [0.352, -1.152, 1.349], [-2.525, -0.157, -1.399], [-2.563, -1.620, -0.913]],
  "max_force_ha_per_bohr": 0.0843,
  "gap_ev": 9.93,
  "lumo_ev": 0.91,
  "smiles": "C=C(NN)[C@@](C)(N)Cl"
}



(10)
{
  "formula": "C4H10ClN3S2",
  "method": "the ωB97M-V functional and the def2-TZVPD basis",
  "elements": ["C", "N", "C", "S", "C", "N", "Cl", "C", "N", "S", "H", "H", "H", "H", "H", "H", "H", "H", "H", "H"],
  "xyz": [[-1.925, 1.187, -0.127], [-1.325, 0.073, -0.935], [-0.133, 0.320, -1.648], [1.243, 1.082, -0.458], [2.586, 0.730, 1.119], [3.492, -0.306, 0.978], [1.751, 0.885, 2.716], [-1.526, -1.200, -0.461], [-2.372, -1.577, 0.525], [-0.935, -2.514, -1.304], [-1.973, 2.121, -0.737], [-2.908, 0.752, 0.143], [-1.168, 1.329, 0.780], [-0.145, 1.134, -2.451], [0.374, -0.561, -2.154], [3.128, 1.666, 0.893], [4.082, -0.342, 0.092], [3.095, -1.208, 1.088], [-2.831, -1.007, 1.186], [-2.510, -2.562, 0.756]],
  "max_force_ha_per_bohr": 0.0505,
  "gap_ev": 7.79,
  "lumo_ev": -0.21,
  "smiles": "CN(CS[C@H](N)Cl)C(N)=S"
}



(11)
{
  "formula": "C4H10ClNO",
  "method": "the ωB97M-V functional and the def2-TZVPD basis",
  "elements": ["C", "C", "O", "N", "C", "C", "H", "H", "H", "H", "H", "H", "H", "H", "H", "Cl", "H"],
  "xyz": [[-0.077, 1.867, 0.262], [-0.318, 0.583, -0.443], [-1.285, 0.406, -1.176], [0.656, -0.343, -0.267], [0.197, -1.608, -0.773], [1.594, -0.274, 0.879], [-0.928, 2.042, 0.919], [-0.068, 2.664, -0.497], [0.859, 1.816, 0.808], [-0.567, -1.251, -1.504], [0.866, -2.217, -1.201], [-0.338, -2.204, 0.034], [2.458, 0.386, 0.701], [1.004, 0.019, 1.745], [1.870, -1.268, 1.164], [-3.461, -0.658, 0.076], [-2.463, 0.041, -0.727]],
  "max_force_ha_per_bohr": 0.0806,
  "gap_ev": 10.31,
  "lumo_ev": 0.53,
  "smiles": "CC(=O)N(C)C.Cl"
}



(12)
{
  "formula": "C4H10ClNO2",
  "method": "the ωB97M-V functional and the def2-TZVPD basis",
  "elements": ["C", "C", "C", "C", "N", "O", "O", "Cl", "H", "H", "H", "H", "H", "H", "H", "H", "H", "H"],
  "xyz": [[-1.342, -2.391, -0.382], [1.568, 1.914, 1.079], [-0.732, -0.979, -0.498], [1.184, 1.347, -0.284], [0.460, -0.699, 0.270], [-1.787, -0.019, -0.286], [0.240, 1.952, -0.975], [0.143, -0.598, 1.898], [-1.784, -2.377, 0.652], [-0.532, -3.071, -0.488], [-2.043, -2.561, -1.311], [2.414, 1.362, 1.578], [0.580, 1.775, 1.519], [1.956, 2.992, 0.795], [-0.309, -0.942, -1.536], [1.774, 0.683, -0.901], [-1.813, 0.028, 0.737], [0.025, 1.585, -1.867]],
  "max_force_ha_per_bohr": 0.0602,
  "gap_ev": 8.36,
  "lumo_ev": 0.49
}



(13)
{
  "formula": "C4H10ClO2",
  "method": "the ωB97M-V functional and the def2-TZVPD basis",
  "elements": ["Cl", "C", "O", "C", "C", "O", "C", "H", "H", "H", "H", "H", "H", "H", "H", "H", "H"],
  "xyz": [[-2.612, -2.784, 1.003], [-0.233, -2.076, 1.595], [-0.460, -0.999, 0.664], [0.773, -0.556, 0.171], [0.556, 0.555, -0.986], [-0.401, 1.432, -0.486], [-0.446, 2.722, -1.052], [0.568, -1.969, 2.326], [0.084, -2.819, 0.863], [-1.197, -2.309, 2.047], [1.265, -1.333, -0.413], [1.500, -0.275, 0.933], [0.288, 0.082, -1.931], [1.514, 1.036, -1.183], [0.563, 3.135, -1.056], [-1.028, 3.369, -0.396], [-0.733, 2.788, -2.101]],
  "total_charge": -1,
  "max_force_ha_per_bohr": 0.0736,
  "gap_ev": 6.09,
  "lumo_ev": 3.21
}



(14)
{
  "formula": "C4H10FN",
  "method": "the ωB97M-V functional and the def2-TZVPD basis",
  "elements": ["C", "C", "N", "C", "C", "F", "H", "H", "H", "H", "H", "H", "H", "H", "H", "H"],
  "xyz": [[1.468, -1.719, 0.460], [0.408, -0.817, -0.068], [-0.957, -1.432, -0.108], [0.269, 0.444, 0.602], [-0.837, 1.431, 0.053], [-0.348, 2.246, -0.980], [2.437, -1.230, 0.414], [1.145, -2.109, 1.452], [1.627, -2.604, -0.169], [0.645, -0.660, -1.150], [-1.173, -1.732, 0.828], [-1.163, -2.129, -0.801], [0.137, 0.354, 1.703], [1.231, 0.965, 0.490], [-1.188, 2.139, 0.807], [-1.715, 0.789, -0.275]],
  "max_force_ha_per_bohr": 0.0911,
  "gap_ev": 10.41,
  "lumo_ev": 1.11,
  "smiles": "C[C@@H](N)CCF"
}



(15)
{
  "formula": "C4H10FN",
  "method": "the ωB97M-V functional and the def2-TZVPD basis",
  "elements": ["C", "N", "C", "C", "C", "F", "H", "H", "H", "H", "H", "H", "H", "H", "H", "H"],
  "xyz": [[0.492, 2.040, 0.869], [0.504, 0.649, 0.596], [-0.472, 0.336, -0.497], [-0.280, -1.140, -1.031], [-0.285, -2.048, 0.233], [0.816, -1.197, -1.810], [1.382, 2.252, 1.536], [-0.483, 2.287, 1.402], [0.575, 2.636, -0.011], [1.388, 0.523, 0.099], [-0.214, 0.960, -1.343], [-1.494, 0.621, -0.164], [-1.116, -1.384, -1.682], [-0.123, -3.137, 0.020], [-1.152, -1.782, 0.845], [0.463, -1.614, 0.938]],
  "max_force_ha_per_bohr": 0.0752,
  "gap_ev": 10.40,
  "lumo_ev": 1.10,
  "smiles": "CNC[C@H](C)F"
}



(16)
{
  "formula": "C4H10FN2",
  "method": "the ωB97M-V functional and the def2-TZVPD basis",
  "elements": ["C", "C", "C", "C", "N", "N", "F", "H", "H", "H", "H", "H", "H", "H", "H", "H", "H"],
  "xyz": [[3.068, 1.437, -0.438], [2.647, 0.329, 0.185], [1.534, -0.649, -0.314], [0.041, -0.720, -0.218], [-0.828, 0.113, 0.254], [-3.162, -0.826, 0.493], [-0.356, -1.918, -0.470], [3.979, 1.879, -0.204], [2.575, 2.006, -1.224], [3.223, -0.134, 0.885], [1.915, -1.524, 0.113], [1.622, -0.870, -1.448], [-1.912, -0.160, 0.402], [-0.604, 1.059, 0.549], [-3.336, -1.676, 1.019], [-3.956, -0.752, -0.138], [-3.664, -0.188, 1.151]],
  "total_charge": 1,
  "max_force_ha_per_bohr": 0.0869,
  "gap_ev": 10.26,
  "lumo_ev": -3.49
}



(17)
{
  "formula": "C4H10FP",
  "method": "the ωB97M-V functional and the def2-TZVPD basis",
  "elements": ["C", "C", "C", "F", "H", "H", "H", "H", "H", "C", "P", "H", "H", "H", "H", "H"],
  "xyz": [[2.833, 0.208, 1.685], [1.776, 0.179, 0.889], [1.470, -0.979, -0.038], [1.007, 1.307, 0.697], [3.501, -0.678, 1.915], [2.940, 1.013, 2.332], [0.430, -1.194, 0.140], [2.063, -1.816, 0.305], [1.716, -0.805, -0.998], [-3.050, 0.320, -1.404], [-1.448, 1.069, -0.768], [-4.006, 0.877, -1.149], [-3.411, -0.713, -1.305], [-3.057, 0.432, -2.413], [-1.915, 1.027, 0.569], [-0.849, -0.246, -0.458]],
  "max_force_ha_per_bohr": 0.0849,
  "gap_ev": 10.67,
  "lumo_ev": 0.98,
  "smiles": "C=C(C)F.CP"
}



(18)
{
  "formula": "C4H10IrO2",
  "method": "the ωB97M-V functional and the def2-TZVPD basis",
  "elements": ["C", "O", "C", "C", "O", "C", "H", "H", "H", "H", "H", "H", "H", "H", "H", "H", "Ir"],
  "xyz": [[2.039, 0.690, 0.602], [1.744, -0.065, -0.657], [0.991, -1.243, -0.513], [-0.355, -0.996, 0.158], [-0.897, 0.213, -0.366], [-2.250, 0.446, -0.003], [3.117, 0.910, 0.561], [1.885, 0.015, 1.460], [1.541, -1.998, 0.075], [0.835, -1.635, -1.527], [-0.261, -0.898, 1.251], [-1.035, -1.833, -0.057], [-2.890, -0.341, -0.424], [-2.354, 0.464, 1.092], [-2.538, 1.418, -0.418], [-0.084, 3.192, -0.799], [0.511, 1.659, -0.437]],
  "spin_multiplicity": 5,
  "total_charge": 1,
  "max_force_ha_per_bohr": 0.0906,
  "s2": 6.01,
  "gap_ev": [9.35, 7.99],
  "lumo_ev": [-2.93, -6.96]
}



(19)
{
  "formula": "C4H10N",
  "method": "the ωB97M-V functional and the def2-TZVPD basis",
  "elements": ["C", "C", "C", "C", "N", "H", "H", "H", "H", "H", "H", "H", "H", "H", "H"],
  "xyz": [[0.864, 2.052, -0.646], [0.665, 0.971, -1.234], [0.305, -0.418, 1.366], [-1.163, -1.330, -0.361], [0.121, -1.119, 0.182], [0.753, 2.982, -1.013], [0.974, 2.055, 0.432], [0.240, 0.379, -1.989], [-0.237, -0.884, 2.256], [1.271, -0.402, 1.799], [0.113, 0.662, 1.284], [-1.949, -0.564, -0.315], [-1.025, -1.532, -1.360], [-1.632, -2.244, 0.128], [0.701, -0.608, -0.529]],
  "total_charge": 1,
  "max_force_ha_per_bohr": 0.0845,
  "gap_ev": [8.31, 6.77],
  "lumo_ev": [-6.77, -7.50]
}



(20)
{
  "formula": "C4H10N",
  "method": "the ωB97M-V functional and the def2-TZVPD basis",
  "elements": ["C", "N", "H", "H", "H", "H", "C", "C", "C", "H", "H", "H", "H", "H", "H"],
  "xyz": [[2.001, 1.213, 1.375], [1.116, 0.928, 2.251], [2.244, 2.253, 1.177], [2.410, 0.402, 0.789], [0.650, 0.017, 2.251], [0.939, 1.582, 3.009], [-0.848, -1.809, -0.986], [-0.825, -0.476, -1.661], [-1.499, 0.607, -1.264], [-0.862, -2.635, -1.697], [0.040, -1.968, -0.377], [-1.707, -1.886, -0.328], [0.042, -0.287, -2.298], [-1.200, 1.646, -1.343], [-2.502, 0.412, -0.898]],
  "total_charge": 1,
  "max_force_ha_per_bohr": 0.0452,
  "gap_ev": 6.19,
  "lumo_ev": -6.19
}